52
Properties=species:S:1:pos:R:3 method="wB97M-V/def2-TZVPD" relative_energy_kj_mol=9.2 spin_multiplicity=4 charge=+2 energy_ev=-38224.2618
C 0.874 1.274 -0.249
C -0.162 1.569 -1.200
C -1.431 1.424 -0.530
H -0.015 1.965 -2.204
C -1.184 1.021 0.812
C 0.238 0.947 0.988
H 0.736 0.885 1.941
H 1.949 1.337 -0.408
H -2.388 1.679 -0.949
H -1.917 0.869 1.597
Re -0.387 -0.376 -0.549
C -1.248 -2.578 -4.172
H -2.191 -2.061 -3.970
H -1.412 -3.657 -4.030
H -0.918 -2.413 -5.206
Si -0.166 -0.886 -3.017
C 1.669 -0.884 -3.468
C 2.470 0.278 -3.430
H 2.098 1.210 -2.995
C 3.774 0.236 -3.947
H 4.374 1.144 -3.984
C 4.315 -0.966 -4.417
H 5.319 -0.989 -4.847
C 3.581 -2.151 -4.292
H 4.017 -3.103 -4.602
C 2.288 -2.120 -3.756
H 1.769 -3.066 -3.561
C -1.311 0.355 -3.916
C -0.862 1.168 -4.966
H 0.198 1.159 -5.237
C -1.782 1.950 -5.687
H -1.446 2.498 -6.566
C -3.129 1.983 -5.325
H -3.857 2.517 -5.929
C -3.556 1.287 -4.188
H -4.598 1.337 -3.870
C -2.651 0.481 -3.482
H -3.008 -0.074 -2.600
H -1.127 -1.479 -1.571
H -0.317 -2.364 -3.412
C 0.636 -0.949 4.704
O -0.227 -1.753 3.861
C 0.108 -1.735 2.565
O 1.148 -1.293 2.078
N -0.937 -2.217 1.787
N -0.504 -2.350 0.447
H 0.407 0.117 4.568
H 1.680 -1.161 4.452
H 0.421 -1.227 5.735
H -1.416 -3.026 2.189
H 0.445 -2.736 0.419
H -1.150 -2.908 -0.088